1.
Computed, not measured: a cluster of 2 separate species, C4H11N2O in total in a non-equilibrium geometry, with ωB97M-V/def2-TZVPD.

XYZ file:
```
18
Properties=species:S:1:pos:R:3:mulliken_charge:R:1
O 2.1963 0.0510 -1.8398 -0.459
C 1.4774 -0.6182 -1.0899 -0.074
C 1.8764 -1.0511 0.2908 -0.352
N 0.7767 -0.7211 1.1856 -0.684
H 0.4628 -0.9927 -1.3982 0.425
H 2.0363 -2.1802 0.1829 0.309
H 2.7542 -0.5545 0.6087 0.315
H 0.7309 -1.5037 1.9151 0.277
H 1.0376 0.0387 1.7483 0.290
C -0.7872 1.6474 -0.5362 -0.792
C -2.5481 0.0545 0.0880 -0.115
N -1.2972 0.4157 0.0891 0.096
H -0.5894 1.4549 -1.6387 0.332
H 0.1114 1.8813 0.0130 0.280
H -1.5302 2.4667 -0.4630 0.372
H -3.3110 0.6893 -0.2962 0.291
H -2.8876 -0.8464 0.6790 0.246
H -0.5095 -0.2315 0.4617 0.241
```

F_max	3.911	eV/A
multiplicity	1
total charge	+1

2.
Computed, not measured: a cluster of 4 separate species, C38H76B2F3N3O22P3 in total in a non-equilibrium geometry, with ωB97M-V/def2-TZVPD.

XYZ file:
```
147
Properties=species:S:1:pos:R:3:mulliken_charge:R:1
C -3.3352 -10.3033 -3.6742 -0.601
C -2.4914 -11.2753 -4.5608 0.533
O -1.5908 -11.8782 -4.0488 -0.472
O -2.7575 -11.5177 -5.9257 -0.323
C -2.7968 -10.3018 -6.6592 0.156
O -3.8565 -9.8146 -6.8932 -0.422
C -1.4430 -9.6709 -7.1766 -1.038
C -0.8043 -8.9330 -5.9705 0.193
C -1.3909 -7.7023 -5.3646 1.124
C -2.6846 -7.1747 -6.0777 -0.720
O -3.6445 -6.9041 -5.4393 -0.440
O -2.8014 -7.0473 -7.4809 -0.274
C -1.7956 -6.2817 -8.0394 0.858
F -0.5719 -6.8957 -8.0925 -0.187
F -2.1640 -6.0605 -9.3364 -0.264
F -1.6382 -5.0574 -7.4690 -0.231
C -0.7995 -7.0516 -4.1933 0.152
B -1.4621 -5.7385 -3.4957 0.876
N -2.2732 -4.7329 -4.1914 -0.565
O -1.2922 -5.5574 -2.1178 -0.678
C 0.4463 -7.6737 -3.6800 -0.208
O 1.0461 -7.0661 -2.6156 -0.515
C 2.2618 -6.3769 -3.0877 -0.874
C 2.2218 -4.8099 -2.9685 0.396
C 1.7549 -4.1871 -4.3506 -1.473
C 1.4441 -4.2512 -1.7168 -0.674
C 2.2401 -3.0494 -1.0081 0.770
C 1.4902 -1.6595 -1.1243 -0.917
C 2.4435 -3.4650 0.5079 -1.505
N 0.9904 -8.8134 -4.2396 1.209
C 2.2039 -9.4589 -3.6948 -0.635
C 1.7682 -10.8416 -3.0210 -0.486
N 1.0746 -10.4680 -1.7482 -0.527
C 0.4234 -9.4225 -5.3500 -0.093
O 1.0088 -10.5362 -5.9155 -0.300
B 1.8589 -10.1390 -7.0197 0.488
O 3.1554 -9.6279 -6.8244 -0.561
O 1.4286 -10.2497 -8.3690 -0.511
H -4.2959 -10.8143 -3.3846 0.342
H -3.5919 -9.3571 -4.2135 0.114
H -2.7404 -10.1093 -2.7491 0.287
H -1.6371 -9.0374 -8.0699 0.420
H -0.8348 -10.5506 -7.5300 0.604
H -2.1558 -4.7423 -5.2042 0.194
H -3.2601 -4.9314 -3.9837 0.281
H -1.7969 -4.7536 -1.8813 0.312
H 3.1111 -6.7598 -2.4541 0.432
H 2.4257 -6.6538 -4.1649 0.411
H 3.2946 -4.4822 -2.8442 0.729
H 2.6515 -4.2636 -5.0355 0.419
H 1.5382 -3.0864 -4.2810 0.325
H 0.9374 -4.7618 -4.8546 0.183
H 1.1940 -5.0148 -0.9406 0.312
H 0.4878 -3.7818 -2.0767 -0.049
H 3.2691 -2.9140 -1.4411 0.264
H 0.5606 -1.6877 -1.7469 0.330
H 1.2360 -1.2879 -0.0927 -0.030
H 2.1759 -0.8844 -1.5621 0.258
H 3.1804 -4.3176 0.5402 0.331
H 1.4629 -3.8610 0.8767 0.390
H 2.7991 -2.6179 1.1428 0.321
H 2.7083 -8.8802 -2.8897 0.345
H 2.9711 -9.7185 -4.4621 0.250
H 2.6856 -11.4427 -2.7798 0.402
H 1.0104 -11.3941 -3.6245 0.337
H 1.7639 -10.2026 -1.0404 0.210
H 0.6281 -11.3144 -1.3735 0.265
H 3.7438 -10.2540 -7.2910 0.327
H 0.8931 -9.4424 -8.5190 0.387
O 2.8936 0.9321 1.4284 -0.632
P 2.9481 1.2777 2.9132 1.198
O 1.3638 1.7695 2.9560 -0.135
C 0.3430 0.7780 2.9429 0.012
C 0.2440 0.0621 4.2785 -1.099
O 3.6896 2.7406 2.6755 -0.490
C 4.6921 2.8863 1.6668 -0.444
C 4.1074 3.5662 0.4436 -0.783
O 2.9817 1.5766 4.5733 -0.438
C 2.9890 2.8763 5.1756 -0.268
C 1.7449 3.7069 4.9374 -0.350
H 0.5212 0.0655 2.1319 -0.117
H -0.5969 1.2924 2.7338 0.282
H 1.1484 -0.5202 4.4776 0.301
H -0.6096 -0.6184 4.2875 0.429
H 0.1339 0.7761 5.0960 0.211
H 5.1370 1.9232 1.4140 0.362
H 5.4920 3.5047 2.0818 0.379
H 3.1682 3.1064 0.1299 0.275
H 4.8071 3.5318 -0.3940 0.449
H 3.8823 4.6107 0.6655 -0.021
H 3.8900 3.4230 4.8973 0.236
H 3.0715 2.6944 6.2506 0.366
H 1.6845 4.0503 3.9051 -0.226
H 1.7576 4.5928 5.5776 0.426
H 0.8423 3.1362 5.1581 0.128
O 0.6573 9.0142 2.9088 -0.758
P -0.1379 8.2839 1.8452 1.480
O 1.1346 7.7675 0.9292 -0.330
C 1.9372 6.7020 1.4288 -0.454
C 1.2160 5.3696 1.3350 -0.011
O -0.5635 9.6480 1.0069 -0.472
C -0.7916 10.8758 1.7013 0.139
C 0.4108 11.7900 1.5611 -1.288
O -1.2086 7.4031 0.8930 -0.476
C -1.5990 7.7577 -0.4355 -0.211
C -0.4842 7.7396 -1.4607 -0.947
H 2.2375 6.9094 2.4600 0.207
H 2.8416 6.6722 0.8180 0.290
H 0.3440 5.3515 1.9959 0.433
H 1.8785 4.5525 1.6219 -0.514
H 0.8555 5.1913 0.3200 0.165
H -1.0341 10.6933 2.7490 -0.118
H -1.6671 11.3519 1.2524 0.410
H 1.3442 11.2715 1.7881 0.283
H 0.3227 12.6538 2.2234 0.399
H 0.4963 12.1479 0.5325 0.339
H -2.1262 8.7117 -0.4395 0.279
H -2.3389 7.0075 -0.7286 0.367
H 0.2107 8.5659 -1.3102 0.254
H -0.8986 7.8385 -2.4672 0.425
H 0.0807 6.8080 -1.4111 0.161
O -2.4466 8.5831 8.9675 -0.761
P -2.4063 8.0484 7.5503 1.177
O -2.4869 9.4942 6.7611 -0.278
C -1.3316 10.3297 6.7507 -0.530
C -0.2662 9.7812 5.8207 -0.906
O -3.9999 7.5952 7.5110 -0.443
C -4.6418 7.1245 8.6972 -0.392
C -5.5037 8.2189 9.2978 -1.120
O -2.1753 7.2408 6.0901 -0.320
C -3.1904 7.0189 5.1108 -0.264
C -3.7468 8.2717 4.4660 -0.904
H -0.9418 10.4480 7.7654 0.298
H -1.6523 11.3129 6.4012 0.327
H 0.1215 8.8271 6.1905 0.260
H 0.5685 10.4792 5.7362 0.511
H -0.6729 9.5993 4.8278 0.097
H -3.9110 6.7526 9.4158 0.362
H -5.2715 6.2754 8.4179 0.344
H -4.9616 9.1624 9.3825 0.285
H -5.8614 7.9331 10.2891 0.374
H -6.3684 8.4134 8.6589 0.298
H -3.9864 6.3939 5.5163 0.305
H -2.7119 6.4212 4.3287 0.366
H -4.3658 8.8383 5.1616 0.341
H -4.3729 8.0069 3.6099 0.427
H -2.9443 8.9243 4.1170 0.071
```

F_max	9.566	eV/A
multiplicity	1
total charge	+1

3.
Computed, not measured: a structure of composition C30H46N4O4SbSi3Y, with ωB97M-V/def2-TZVPD.

XYZ file:
```
89
Properties=species:S:1:pos:R:3:mulliken_charge:R:1
Y 0.0718 -2.1276 0.0675 0.025
N -0.3384 -4.0913 1.6434 -0.438
C -1.6668 -4.6813 1.3561 -0.682
C -2.6422 -3.6039 0.8560 0.443
O -3.8144 -3.6381 1.1737 -0.723
O -2.0756 -2.7243 0.0916 -0.380
H 0.4020 -4.7164 1.3387 0.331
H -0.2176 -3.9414 2.6379 0.279
H -2.0969 -5.1904 2.2159 0.434
H -1.5502 -5.4089 0.5514 0.260
C 2.2280 2.8433 -0.4699 -1.358
Sb 0.8716 1.2400 -0.9552 0.651
C 1.8728 -0.4381 -0.1441 0.511
C 2.2502 -0.5729 1.2812 0.114
C 3.3206 0.0927 1.9002 -0.731
C 3.6201 -0.1532 3.2231 -0.538
C 2.8458 -1.0585 3.9425 -1.288
C 1.8218 -1.6969 3.2772 -0.216
N 1.5375 -1.4787 1.9911 0.642
Si 3.2507 -0.9864 -1.2768 0.672
C 4.5675 0.3259 -1.6268 -1.417
C 2.6268 -1.5114 -2.9655 -0.902
C 4.1388 -2.4394 -0.4852 -1.045
C -0.9003 1.9812 0.2423 2.424
C -1.7009 0.9255 0.9523 -2.136
C -3.0672 1.1041 1.2180 -0.358
C -3.7358 0.2572 2.0766 -1.206
C -3.0409 -0.7682 2.6989 -0.918
C -1.7302 -0.9403 2.3224 -0.446
N -1.0830 -0.1662 1.4401 0.840
Si -0.4575 3.2034 1.6532 0.853
C 0.7992 2.4572 2.8202 -0.938
C 0.1473 4.8795 1.0339 -1.181
C -1.9287 3.5759 2.7648 -1.352
Si -1.9211 2.8508 -1.1255 0.728
C -3.0034 1.5771 -1.9942 -1.064
C -0.8415 3.6820 -2.4239 -1.334
C -3.0556 4.2373 -0.5369 -1.212
H 3.1723 2.6029 -0.9576 0.432
H 2.4051 2.9182 0.6032 0.281
H 1.8722 3.7990 -0.8438 0.393
H 3.8990 0.8008 1.3214 0.263
H 4.4459 0.3613 3.6994 0.474
H 3.0378 -1.2752 4.9836 0.472
H 1.2055 -2.4270 3.7927 0.328
H 4.1929 1.1024 -2.3004 0.358
H 5.4124 -0.1515 -2.1349 0.385
H 4.9591 0.8133 -0.7306 0.339
H 1.9367 -0.7896 -3.4089 0.268
H 2.1217 -2.4772 -2.9124 0.102
H 3.4823 -1.6104 -3.6411 0.503
H 4.6586 -2.1460 0.4311 0.272
H 4.8880 -2.8292 -1.1807 0.475
H 3.4559 -3.2596 -0.2478 0.173
H -3.5980 1.9373 0.7822 0.204
H -4.7902 0.4070 2.2719 0.457
H -3.5141 -1.4501 3.3898 0.534
H -1.1495 -1.7711 2.7132 0.297
H 1.6405 1.9851 2.3176 -0.113
H 0.3257 1.6959 3.4470 0.267
H 1.1952 3.2344 3.4818 0.462
H -0.1105 5.1023 -0.0026 0.261
H 1.2299 4.9726 1.1306 0.395
H -0.3078 5.6593 1.6514 0.466
H -2.2733 2.7027 3.3204 0.323
H -2.7836 4.0321 2.2676 0.329
H -1.5558 4.3009 3.4984 0.431
H -2.7183 0.5433 -1.7883 0.114
H -2.9640 1.7310 -3.0764 0.440
H -4.0479 1.6817 -1.6904 0.418
H -0.3784 2.9747 -3.1130 0.341
H -0.0547 4.3201 -2.0175 0.316
H -1.5042 4.3270 -3.0110 0.492
H -3.8515 3.9291 0.1419 0.392
H -3.5387 4.6403 -1.4339 0.435
H -2.5153 5.0620 -0.0665 0.306
O -0.0491 -5.7099 -1.8932 -0.734
C 0.1318 -4.5131 -1.7902 0.135
O 0.8883 -3.9140 -0.9272 -0.641
C -0.5944 -3.5575 -2.7313 0.703
C -1.2429 -4.0462 -3.8511 -0.870
C -1.8700 -3.1446 -4.6935 -0.487
C -1.8324 -1.7952 -4.3784 -1.123
C -1.1856 -1.3994 -3.2220 -0.522
N -0.5792 -2.2626 -2.4051 0.989
H -1.2341 -5.1119 -4.0272 0.595
H -2.3806 -3.4876 -5.5841 0.422
H -2.3020 -1.0528 -5.0089 0.492
H -1.1351 -0.3548 -2.9410 0.613
```

F_max	0.604	eV/A
multiplicity	1
total charge	0

4.
Computed, not measured: the molecule C20H22ClN3O2, with ωB97M-V/def2-TZVPD.

XYZ file:
```
48
Properties=species:S:1:pos:R:3:mulliken_charge:R:1
O -0.2225 1.4605 1.6157 -0.673
C -0.7417 0.3623 1.6354 0.603
N -1.9608 0.0819 1.1163 -0.096
C -2.8789 0.9446 0.5005 -0.081
C -2.8782 2.3144 0.7088 -0.645
C -3.8765 3.0987 0.1562 -0.738
C -4.8862 2.5138 -0.5852 -0.725
C -4.8803 1.1485 -0.8165 -0.407
C -3.8669 0.3472 -0.3060 0.671
N -3.7942 -1.0429 -0.5009 0.205
C -2.7424 -1.5511 -1.3751 -0.570
H -1.7505 -1.2841 -1.0107 0.237
H -2.8510 -1.1362 -2.3900 0.314
C -2.9895 -3.0650 -1.3928 -0.472
H -2.8128 -3.4748 -2.3852 0.344
H -2.3252 -3.5751 -0.6968 0.227
C -4.4599 -3.2199 -0.9601 -0.730
H -5.0369 -3.8209 -1.6597 0.342
H -4.5212 -3.6871 0.0220 0.282
C -4.9791 -1.7815 -0.8892 -0.799
H -5.7682 -1.6447 -0.1489 0.415
H -5.3584 -1.4766 -1.8773 0.406
H -5.6673 0.7077 -1.4088 0.354
H -5.6790 3.1199 -0.9977 0.388
H -3.8720 4.1648 0.3236 0.391
H -2.1028 2.7561 1.3120 0.493
H -2.2833 -0.8783 1.1349 0.384
C -0.0702 -0.8744 2.2206 -0.699
H -0.7127 -1.3129 2.9861 0.582
H 0.0656 -1.6077 1.4214 0.360
C 1.3056 -0.5499 2.8150 -1.109
N 2.1615 0.0948 1.8451 -0.182
C 2.6358 -0.5888 0.7781 0.290
O 2.5631 -1.7968 0.6703 -0.629
C 3.2644 0.2954 -0.2578 0.366
C 4.5319 0.0334 -0.7715 0.444
C 5.0727 0.8332 -1.7671 -0.589
C 4.3407 1.8952 -2.2661 -0.352
C 3.0763 2.1656 -1.7684 -0.898
C 2.5444 1.3722 -0.7684 -0.234
H 1.5540 1.5784 -0.3875 0.453
H 2.5048 2.9944 -2.1574 0.401
H 4.7607 2.5134 -3.0451 0.373
H 6.0601 0.6170 -2.1431 0.426
Cl 5.4650 -1.2725 -0.1437 -0.212
H 2.0567 1.0954 1.7682 0.318
H 1.7867 -1.4802 3.1278 0.333
H 1.2039 0.1173 3.6718 0.437
```

F_max	0.630	eV/A
multiplicity	1
total charge	0
SMILES	O=C(CCNC(=O)c1ccccc1Cl)Nc1ccccc1N1CCCC1

Energy relative to the best compared isomer or geometry (same formula, charge and spin) readings, ordered: 68.9, 214.1, 0.0, 20.4 kcal/mol